Arrangement P

{
  "formula": "C9H15N",
  "method": "ωB97M-V with the def2-TZVPD basis set",
  "species": ["C", "C", "C", "C", "C", "C", "C", "C", "N", "C", "H", "H", "H", "H", "H", "H", "H", "H", "H", "H", "H", "H", "H", "H", "H"],
  "positions_angstrom": [[-1.28, -1.75, 0.58], [-0.92, -0.59, 1.26], [-1.61, 0.76, 1.04], [-0.90, 1.32, -0.16], [0.59, 2.06, -0.25], [1.08, 0.93, -1.22], [-0.22, 0.23, -1.16], [0.97, -0.37, -0.41], [1.48, -1.59, -1.00], [0.70, -0.45, 1.13], [-2.32, -1.92, 0.62], [-0.72, -2.79, 0.65], [-1.03, -1.71, -0.54], [-0.60, -0.83, 2.45], [-1.22, 1.31, 1.91], [-2.75, 0.74, 0.75], [-1.48, 1.85, -1.04], [0.53, 3.04, -0.72], [1.22, 2.27, 0.76], [1.88, 0.97, -1.88], [-0.99, -0.47, -1.91], [2.27, -1.88, -0.45], [2.06, -1.22, -2.00], [0.98, 0.26, 1.94], [1.35, -1.33, 1.59]],
  "mulliken_charge": [-1.317, 0.667, -0.883, 0.032, -0.852, -0.706, -0.329, 0.680, -0.687, -1.512, 0.421, 0.259, 0.136, 0.265, 0.319, 0.289, 0.404, 0.400, 0.207, 0.450, 0.357, 0.300, 0.333, 0.374, 0.392],
  "charge": 0
}

***

Arrangement Q

{
  "formula": "C9H15N",
  "method": "ωB97M-V with the def2-TZVPD basis set",
  "species": ["C", "C", "C", "C", "C", "C", "C", "C", "C", "H", "H", "H", "H", "H", "H", "H", "H", "H", "H", "H", "H", "H", "H", "H", "N"],
  "positions_angstrom": [[0.70, 1.04, 0.03], [-0.73, 1.11, -0.35], [-1.48, -0.19, 0.06], [-1.86, -0.20, 1.62], [1.60, 0.50, -0.97], [1.05, -0.87, -1.56], [0.71, -1.32, -0.18], [1.53, -0.13, 0.52], [-0.81, -1.53, -0.18], [1.40, 3.15, -0.19], [1.83, 1.97, 1.29], [-1.03, 1.18, -1.46], [-1.22, 1.96, 0.19], [-2.41, -0.06, -0.65], [-2.84, -0.91, 1.65], [-1.92, 0.89, 2.05], [2.46, 0.95, -1.37], [1.76, -1.62, -2.18], [0.29, -0.67, -2.29], [1.04, -2.29, 0.06], [2.24, -0.18, 1.37], [-1.06, -0.96, 2.62], [-1.11, -1.95, -1.05], [-1.24, -2.29, 0.59], [1.10, 2.42, 0.38]],
  "mulliken_charge": [1.551, -1.488, 0.681, -1.261, -0.956, -0.815, 0.217, -1.093, -1.527, 0.222, 0.336, 0.355, 0.376, 0.264, 0.346, 0.315, 0.425, 0.256, 0.332, 0.574, 0.370, 0.172, 0.515, 0.436, -0.604],
  "charge": 0
}

***

The winner here is arrangement P, beating the second structure by 0.0244 hartree.

***

Arrangement P

{
  "formula": "C4H16NO3",
  "method": "ωB97M-V with the def2-TZVPD basis set",
  "species": ["C", "C", "C", "C", "N", "H", "H", "H", "H", "H", "H", "H", "H", "H", "H", "H", "H", "O", "H", "H", "O", "H", "H", "O"],
  "positions_angstrom": [[-0.65, 0.04, 2.80], [0.73, 0.58, 2.55], [1.09, 0.47, 1.06], [0.80, -0.63, 0.37], [1.05, -0.64, -1.10], [-0.70, -0.94, 2.90], [-1.33, 0.46, 2.07], [-1.21, 0.47, 3.63], [1.47, 0.20, 3.15], [0.65, 1.67, 2.84], [1.42, 1.32, 0.64], [0.53, -1.49, 0.77], [1.90, -1.32, -1.27], [0.19, -0.85, -1.60], [1.52, 0.22, -1.39], [3.53, 0.88, -1.31], [2.95, 1.22, -2.72], [3.12, 0.49, -2.08], [-2.17, -0.68, -1.61], [-1.78, -1.47, -2.98], [-1.53, -1.33, -2.03], [-3.81, 1.25, -1.74], [-4.24, -0.31, -1.52], [-3.55, 0.36, -1.43]],
  "mulliken_charge": [-1.311, -0.479, -0.445, -0.388, -0.123, 0.403, 0.342, 0.382, 0.385, 0.297, 0.408, 0.571, 0.426, 0.281, 0.325, 0.353, 0.350, -0.722, 0.427, 0.307, -0.758, 0.326, 0.342, -0.697],
  "charge": 1
}

***

Arrangement Q

{
  "formula": "C4H16NO3",
  "method": "ωB97M-V with the def2-TZVPD basis set",
  "species": ["C", "C", "C", "C", "N", "H", "H", "H", "H", "H", "H", "H", "H", "H", "H", "H", "H", "O", "H", "H", "O", "H", "H", "O"],
  "positions_angstrom": [[-0.28, -0.04, 3.31], [0.06, 1.20, 2.45], [0.39, 0.83, 1.04], [1.09, -0.19, 0.54], [1.11, -0.41, -0.93], [0.47, -0.92, 3.19], [-1.20, -0.62, 2.94], [-0.33, 0.24, 4.32], [0.86, 1.91, 2.91], [-0.94, 1.94, 2.48], [0.19, 1.62, 0.14], [1.48, -1.16, 1.07], [0.07, -0.52, -1.25], [1.54, 0.37, -1.52], [1.66, -1.16, -1.16], [4.18, 0.47, -2.62], [3.64, -0.90, -3.07], [3.36, -0.07, -2.72], [-2.15, -0.75, -1.56], [-1.64, -1.61, -2.76], [-1.37, -1.04, -2.06], [-4.30, 0.13, -2.37], [-4.11, 0.56, -0.81], [-3.76, 0.11, -1.53]],
  "mulliken_charge": [-1.073, -0.309, -0.024, -0.325, -0.127, 0.254, 0.276, 0.360, 0.295, 0.249, 0.181, 0.182, 0.294, 0.446, 0.379, 0.333, 0.311, -0.636, 0.358, 0.279, -0.680, 0.311, 0.298, -0.631],
  "charge": 1
}

***

The winner here is arrangement P, beating the second structure by 0.0043 hartree.